Record 1
{
  "formula": "C2HBr2NO2",
  "method": "ωB97M-V/def2-TZVPD",
  "symbols": ["C", "C", "N", "O", "O", "Br", "Br", "H"],
  "xyz": [[0.505, 0.323, -0.155], [-1.096, 0.504, 0.145], [1.100, -0.917, 0.001], [2.259, -1.012, -0.248], [0.409, -1.731, 0.561], [-1.593, 2.322, 0.126], [-2.526, -0.684, -0.057], [0.943, 1.196, -0.373]],
  "forces_ev_per_a": [[-10.0548, -0.8406, 1.7110], [6.3621, -0.2482, -2.2780], [-1.1100, 1.0157, 1.4238], [2.2501, -0.4931, -1.0185], [-0.5532, -1.9484, 0.1781], [0.0660, -0.3544, 0.1205], [0.9266, 0.1794, 0.4631], [2.1131, 2.6897, -0.6000]],
  "relative_energy_kj_mol": 234.7,
  "energy_ha": -5429.8628
}

Record 2
{
  "formula": "C2HBrCl2F2",
  "method": "ωB97M-V/def2-TZVPD",
  "symbols": ["C", "C", "F", "F", "Cl", "Cl", "Br", "H"],
  "xyz": [[0.640, -0.003, 0.446], [-0.485, 0.363, -0.383], [-1.773, -1.095, 0.097], [-0.443, 0.091, -1.664], [1.948, 1.200, 0.415], [-1.491, 1.629, 0.059], [1.316, -1.795, -0.357], [0.288, -0.390, 1.388]],
  "forces_ev_per_a": [[2.1318, -2.5820, -0.5952], [-4.1263, -2.5577, -1.1990], [2.4833, 2.4383, -0.5338], [0.1667, 0.8426, 0.9396], [-0.8518, -0.4570, 0.2562], [0.2542, 0.3095, -0.0931], [-0.2065, 1.3384, 0.6940], [0.1487, 0.6677, 0.5315]],
  "relative_energy_kj_mol": 263.4,
  "energy_ha": -3770.8433
}

Record 3
{
  "formula": "C2HBrCl2F2",
  "method": "ωB97M-V/def2-TZVPD",
  "symbols": ["C", "C", "F", "F", "Cl", "Cl", "Br", "H"],
  "xyz": [[-0.426, -0.604, -0.312], [0.378, 0.587, 0.387], [0.635, 0.345, 1.708], [-0.183, 1.757, 0.225], [-0.140, -0.802, -1.967], [2.052, 0.602, -0.231], [-2.301, -0.311, -0.030], [-0.015, -1.574, 0.221]],
  "forces_ev_per_a": [[1.2646, -1.0415, 3.1312], [1.7122, -1.5842, -0.2998], [-1.6626, 0.0591, -0.3369], [-0.3424, 0.4545, 0.1515], [0.4374, 0.0607, -1.6354], [0.0684, 0.2623, -0.6326], [-0.2366, -0.2102, 0.4538], [-1.2411, 1.9993, -0.8319]],
  "relative_energy_kj_mol": 51.9,
  "energy_ha": -3770.9239
}

Record 4
{
  "formula": "C2HBrCl2F2",
  "method": "ωB97M-V/def2-TZVPD",
  "symbols": ["C", "C", "F", "F", "Cl", "Cl", "Br", "H"],
  "xyz": [[0.392, 0.005, -0.619], [-0.896, 0.327, -1.402], [-1.493, -1.556, -0.967], [-0.808, 0.121, -2.722], [1.484, 1.504, -0.620], [-2.166, 1.362, -1.093], [1.374, -1.422, -1.364], [0.266, 0.036, 0.442]],
  "forces_ev_per_a": [[0.2425, 2.2420, -0.4504], [-0.2391, -4.5366, -1.5863], [0.4883, 3.3128, -0.4171], [0.3338, 0.4851, 1.7033], [-0.4754, -0.0346, -0.5423], [0.4544, -0.0877, 0.7853], [-0.0256, -0.2345, 0.1545], [-0.7789, -1.1465, 0.3530]],
  "relative_energy_kj_mol": 283.6,
  "energy_ha": -3770.8356
}

Record 5
{
  "formula": "C2HBrCl2OS",
  "method": "ωB97M-V/def2-TZVPD",
  "symbols": ["C", "C", "O", "S", "Cl", "Cl", "Br", "H"],
  "xyz": [[-1.044, -0.043, 0.062], [1.245, 1.131, -0.705], [-1.253, -0.888, 1.220], [-1.169, -1.721, -0.187], [0.804, 2.740, -0.192], [0.787, -2.290, -0.272], [2.689, 0.520, 0.309], [-2.059, 0.551, -0.236]],
  "forces_ev_per_a": [[-1.3477, 3.0812, -0.8996], [-0.7629, 0.3865, -0.6562], [-0.4926, -0.7791, 0.2138], [0.6324, -0.5270, 0.4899], [0.1328, -0.2977, 0.0361], [-0.5949, -0.2508, -0.2681], [0.4258, -0.0304, 0.5609], [2.0072, -1.5826, 0.5233]],
  "relative_energy_kj_mol": 429.5,
  "energy_ha": -4044.3614
}

Record 6
{
  "formula": "C2HBrClF",
  "method": "ωB97M-V/def2-TZVPD",
  "symbols": ["C", "C", "F", "Cl", "Br", "H"],
  "xyz": [[0.705, 1.001, 0.141], [-0.793, -0.592, -0.375], [-1.675, -0.323, -1.304], [-0.249, -2.197, -0.423], [1.677, 0.207, 1.466], [0.335, 1.904, 0.496]],
  "forces_ev_per_a": [[-0.5782, -3.6617, -2.0582], [0.6177, 2.5089, 1.1274], [0.5664, -0.2679, -0.0379], [0.1780, -0.0336, -0.3098], [0.5371, -0.2231, 0.5811], [-1.3209, 1.6773, 0.6974]],
  "relative_energy_kj_mol": 333.2,
  "energy_ha": -3210.6573
}

Record 7
{
  "formula": "C2HBrClFO",
  "method": "ωB97M-V/def2-TZVPD",
  "symbols": ["C", "C", "O", "F", "Cl", "Br", "H"],
  "xyz": [[-0.237, -0.252, 0.699], [0.515, 0.301, -0.479], [-0.031, -1.322, 1.209], [-1.740, -0.699, -0.524], [1.601, -0.637, -1.381], [0.559, 2.013, -0.821], [-0.667, 0.596, 1.297]],
  "forces_ev_per_a": [[-1.2470, -0.1735, 1.4990], [0.3244, -2.8028, -0.9403], [0.8802, 0.0880, -0.3499], [1.5983, 1.2845, 0.0271], [-0.9485, 0.0458, 0.6969], [-0.4094, 1.9579, -0.2238], [-0.1980, -0.3999, -0.7090]],
  "relative_energy_kj_mol": 318.1,
  "energy_ha": -3285.9680
}

Record 8
{
  "formula": "C2HBrClFO",
  "method": "ωB97M-V/def2-TZVPD",
  "symbols": ["C", "C", "O", "F", "Cl", "Br", "H"],
  "xyz": [[-0.165, 0.336, 0.699], [0.107, -0.643, -0.429], [-1.264, 0.282, 1.228], [-0.095, 1.599, -0.784], [-1.121, -1.414, -1.132], [1.884, -1.150, -0.534], [0.655, 0.990, 0.951]],
  "forces_ev_per_a": [[-2.4926, 0.5542, 0.1031], [1.2234, 1.7411, 1.1050], [1.4210, -0.1531, -0.2344], [0.1236, -1.5222, -0.4855], [-0.2897, -0.2864, -0.6061], [-0.5388, 0.0129, -0.5509], [0.5531, -0.3465, 0.6688]],
  "relative_energy_kj_mol": 271.5,
  "energy_ha": -3285.9857
}

Record 9
{
  "formula": "C2HBrF2S",
  "method": "ωB97M-V/def2-TZVPD",
  "symbols": ["F", "C", "S", "C", "F", "Br", "H"],
  "xyz": [[0.674, 1.369, -0.985], [-0.003, 0.635, -0.149], [-0.679, 1.630, 1.223], [-1.481, 1.024, -0.198], [-1.871, 1.819, -1.171], [-2.980, -0.477, 0.064], [0.461, -0.368, -0.111]],
  "forces_ev_per_a": [[1.7137, 1.2625, -1.7810], [-2.0497, -0.6012, 0.6707], [0.1170, -0.2984, 0.4116], [-0.3167, -2.6304, 0.6464], [-0.2376, 0.2940, -0.2874], [1.6395, 1.5388, -0.3039], [-0.8662, 0.4346, 0.6436]],
  "smiles": "F[C@H]1S[C@]1(F)Br",
  "relative_energy_kj_mol": 77.2,
  "energy_ha": -3248.6821
}

Record 10
{
  "formula": "C2HBrF2S",
  "method": "ωB97M-V/def2-TZVPD",
  "symbols": ["C", "C", "F", "F", "S", "Br", "H"],
  "xyz": [[0.511, 0.312, 0.478], [-0.616, -0.197, -0.297], [-1.814, 0.431, -0.333], [-0.449, -0.730, -1.509], [-0.202, -1.343, 0.964], [2.173, 0.330, -0.485], [0.397, 1.197, 1.183]],
  "forces_ev_per_a": [[1.2661, 3.8411, -0.0865], [-1.3771, 0.4336, -0.8627], [0.2809, 0.1735, 0.4546], [0.5077, 0.1077, -0.2769], [-1.2601, -3.6377, 2.0594], [0.7460, 0.2566, -0.2676], [-0.1635, -1.1748, -1.0204]],
  "relative_energy_kj_mol": 148.7,
  "s_squared": 2.01,
  "spin_multiplicity": 3,
  "energy_ha": -3248.5465
}

Record 11
{
  "formula": "C2HBrF3NO",
  "method": "ωB97M-V/def2-TZVPD",
  "symbols": ["O", "N", "C", "Br", "C", "F", "F", "F", "H"],
  "xyz": [[-0.707, -1.986, 1.339], [0.003, -1.032, 1.193], [0.113, -0.516, -0.172], [1.985, -0.843, -0.590], [-0.142, 0.991, -0.200], [-1.418, 1.247, 0.107], [0.619, 1.662, 0.655], [0.074, 1.493, -1.418], [-0.526, -1.017, -0.914]],
  "forces_ev_per_a": [[0.3849, 0.5931, -0.6617], [-0.4591, -0.3698, 1.3267], [0.2967, -0.1070, -1.0949], [-0.3414, -0.0291, -0.0651], [-0.0492, 0.2666, 0.0123], [-0.2440, -0.2293, 0.1385], [0.1746, -0.0336, 0.2139], [0.0735, -0.1673, -0.2058], [0.1640, 0.0763, 0.3361]],
  "smiles": "O=N[C@H](Br)C(F)(F)F",
  "relative_energy_kj_mol": 164.9,
  "energy_ha": -3080.3453
}

Record 12
{
  "formula": "C2HBrO2",
  "method": "ωB97M-V/def2-TZVPD",
  "symbols": ["C", "C", "O", "O", "Br", "H"],
  "xyz": [[0.937, 0.707, -0.282], [-0.843, -0.243, -0.046], [1.001, 1.842, -0.417], [1.117, -0.454, -0.161], [-1.231, -0.791, 1.661], [-0.981, -1.062, -0.755]],
  "forces_ev_per_a": [[-1.1745, 0.0883, -0.0635], [0.0230, 0.5678, -0.5758], [0.4957, 1.1813, -0.1162], [0.9669, -1.3211, 0.0756], [-0.2468, -0.3324, 0.4862], [-0.0643, -0.1839, 0.1937]],
  "relative_energy_kj_mol": 113.7,
  "energy_ha": -2801.1928
}

Record 13
{
  "formula": "C2HCdF6NO4S2",
  "method": "ωB97M-V/def2-TZVPD",
  "symbols": ["N", "S", "O", "C", "F", "F", "F", "S", "O", "O", "Cd", "O", "H", "C", "F", "F", "F"],
  "xyz": [[0.801, -1.195, 0.398], [1.653, -0.174, -0.598], [2.303, -0.963, -1.693], [3.062, 0.123, 0.600], [3.608, -1.012, 1.001], [2.628, 0.802, 1.650], [3.983, 0.844, -0.030], [-0.646, -0.738, 0.858], [-0.717, 0.764, 1.039], [-1.153, -1.501, 1.989], [-0.979, 2.454, 0.219], [-2.506, 2.458, -0.846], [-3.413, 2.332, -0.561], [-1.959, -0.918, -0.741], [-1.932, -0.140, -1.810], [-1.560, -2.083, -1.229], [-3.172, -1.054, -0.246]],
  "forces_ev_per_a": [[-1.4896, 0.3884, 0.5248], [0.7044, -0.9863, -1.4600], [-0.9815, 1.1061, 1.5091], [-0.1093, -0.7249, -0.5172], [0.0326, -0.0369, 0.0980], [-0.2232, 0.3713, 0.4927], [0.1584, 0.2502, -0.0866], [0.2670, -0.1448, -0.6277], [0.8351, -3.4898, 2.2539], [0.5070, 1.1847, -2.1086], [1.4573, 2.3346, 0.1122], [-2.5345, 0.6568, -2.2788], [0.0857, 0.1862, 0.2689], [1.4114, -1.8688, 0.6228], [0.0251, 1.2767, 0.9297], [0.0957, -1.1212, 0.2303], [-0.2416, 0.6178, 0.0363]],
  "energy_ha": -1995.6767
}

Record 14
{
  "formula": "C2HCl2NO",
  "method": "ωB97M-V/def2-TZVPD",
  "symbols": ["C", "C", "N", "O", "Cl", "Cl", "H"],
  "xyz": [[-0.704, 0.430, 0.171], [1.351, -0.844, -0.188], [-1.703, -0.187, 0.479], [1.336, -1.980, -0.457], [-0.381, 1.881, -0.434], [2.610, 0.282, -0.165], [-2.509, 0.418, 0.594]],
  "forces_ev_per_a": [[2.9010, -3.9990, -0.4339], [-3.6780, 0.4719, 0.2259], [-0.5422, -0.3816, 0.9081], [0.2724, 0.3634, 0.2234], [0.5960, 2.9786, -0.7886], [1.0374, 0.5960, 0.0043], [-0.5865, -0.0292, -0.1392]],
  "relative_energy_kj_mol": 280.5,
  "energy_ha": -1127.0683
}

Record 15
{
  "formula": "C2HCl2O2P",
  "method": "ωB97M-V/def2-TZVPD",
  "symbols": ["C", "C", "O", "O", "P", "Cl", "Cl", "H"],
  "xyz": [[1.396, -0.251, 0.161], [0.581, 1.006, -0.003], [0.789, 2.069, -0.470], [-0.535, 0.531, 0.625], [0.149, -1.126, 0.892], [-2.482, -1.224, -0.732], [2.803, -0.432, -0.724], [-2.702, -0.572, 0.251]],
  "forces_ev_per_a": [[-0.3760, -0.3615, -0.6475], [0.2271, -1.0386, 0.7786], [-0.2648, 0.0657, -0.0579], [-0.8484, -0.3275, 0.7477], [0.7844, 2.1997, -0.6745], [0.2820, -1.9666, -2.7802], [0.8189, -0.4309, 0.0889], [-0.6231, 1.8596, 2.5449]],
  "relative_energy_kj_mol": 130.0,
  "energy_ha": -1488.9806
}

Record 16
{
  "formula": "C2HCl3FN",
  "method": "ωB97M-V/def2-TZVPD",
  "symbols": ["F", "N", "C", "Cl", "C", "Cl", "Cl", "H"],
  "xyz": [[-0.215, -1.387, 2.360], [0.489, -0.791, 1.299], [-0.367, -0.299, 0.375], [-2.039, -0.357, 0.441], [0.395, 0.345, -0.851], [-0.755, 1.535, -1.719], [1.779, 1.163, -0.207], [0.713, -0.209, -1.699]],
  "forces_ev_per_a": [[0.1884, 0.4426, -0.7971], [-3.1522, 1.0923, -2.2366], [3.7183, -1.5567, 1.5399], [-0.2027, -0.1679, 0.0927], [-1.9333, 1.5718, 0.9800], [0.7462, -0.5804, 0.6710], [0.5943, 0.4800, -0.1869], [0.0410, -1.2817, -0.0630]],
  "smiles": "F/N=C(\\Cl)C(Cl)Cl",
  "relative_energy_kj_mol": 198.0,
  "energy_ha": -1611.9038
}

Record 17
{
  "formula": "C2HCl3S",
  "method": "ωB97M-V/def2-TZVPD",
  "symbols": ["C", "C", "S", "Cl", "Cl", "Cl", "H"],
  "xyz": [[-0.500, 0.839, 0.713], [0.010, 1.946, 1.200], [-1.342, 3.465, -1.741], [-0.908, -0.594, 1.490], [0.469, 3.131, 2.160], [-0.513, 2.241, -3.167], [-0.887, 0.819, -0.270]],
  "forces_ev_per_a": [[0.5018, 2.1928, 0.5260], [-1.0031, -1.3352, -1.8189], [0.6094, -0.8288, -0.8014], [-0.1377, -1.5149, 1.2502], [0.5153, 0.5637, 1.0406], [-0.5343, 0.7850, 0.9562], [0.0485, 0.1374, -1.1526]],
  "relative_energy_kj_mol": 344.8,
  "energy_ha": -1855.4038
}

Record 18
{
  "formula": "C2HClF2O",
  "method": "ωB97M-V/def2-TZVPD",
  "symbols": ["C", "C", "O", "F", "F", "Cl", "H"],
  "xyz": [[2.061, -0.087, 0.133], [0.549, -0.016, -1.242], [1.952, 0.354, 1.229], [-0.490, -0.779, -0.623], [0.129, 1.207, -1.508], [3.309, -0.658, -0.783], [0.776, -0.583, -2.114]],
  "forces_ev_per_a": [[-4.7954, 2.1445, -1.0430], [0.0732, -1.6522, 4.1041], [0.5874, -1.0217, -1.4079], [1.2999, 1.5472, -0.7518], [0.0503, -0.0439, 0.2644], [2.0424, -0.8315, -0.3605], [0.7422, -0.1424, -0.8051]],
  "relative_energy_kj_mol": 140.0,
  "energy_ha": -811.9019
}

Record 19
{
  "formula": "C2HClF2O",
  "method": "ωB97M-V/def2-TZVPD",
  "symbols": ["C", "C", "O", "F", "F", "Cl", "H"],
  "xyz": [[-0.637, 3.807, -0.204], [0.831, 0.553, -0.938], [0.292, 3.099, -0.472], [-0.198, 0.525, -0.090], [1.929, -0.126, -0.376], [-2.218, 3.410, 0.237], [1.029, 1.481, -1.351]],
  "forces_ev_per_a": [[3.0959, 0.0959, -0.8761], [0.7833, -3.1163, 3.7617], [-1.7796, 0.9792, 0.5450], [1.1708, -0.2775, -1.1280], [-2.5681, 1.4981, -1.4792], [-1.2920, -0.8262, 0.3495], [0.5896, 1.6468, -1.1728]],
  "relative_energy_kj_mol": 582.6,
  "energy_ha": -811.7333
}

Record 20
{
  "formula": "C2HClF3N",
  "method": "ωB97M-V/def2-TZVPD",
  "symbols": ["H", "N", "C", "Cl", "C", "F", "F", "F"],
  "xyz": [[-1.132, -1.602, -0.882], [-1.006, -0.977, -1.725], [-0.994, 0.175, -1.327], [-1.520, 0.740, 0.243], [-0.465, 1.242, -2.235], [-0.198, 0.753, -3.455], [0.652, 1.724, -1.662], [-1.277, 2.252, -2.399]],
  "forces_ev_per_a": [[-0.4813, 0.3918, -1.3982], [0.4726, -3.1601, 1.2876], [-0.4133, 1.5868, 0.4732], [0.2545, 0.0751, -0.0602], [0.5673, 0.1059, -0.5094], [0.2797, 0.1201, 0.5683], [0.3406, -0.1114, -0.3262], [-1.0199, 0.9917, -0.0351]],
  "smiles": "[H]/N=C(\\Cl)C(F)(F)F",
  "relative_energy_kj_mol": 0.0,
  "energy_ha": -891.3531
}